# 1
Below is 3 unconnected molecules or ions with the total composition C10H27B2NO11S2, with properties calculated with the ωB97M-V functional and the def2-TZVPD basis.

XYZ file:
```
53
C10H27B2NO11S2 (the ωB97M-V functional and the def2-TZVPD basis)
H 5.24510 -6.53647 3.23070
O -0.51932 -2.11304 0.89266
C 2.28585 -1.79002 1.83693
H -2.46186 1.85732 -3.11293
S -1.81446 -2.52317 0.43254
H -3.71964 2.75565 -4.00118
H 2.88399 -1.00266 2.28869
H 2.55907 -1.94521 0.79686
O -3.44385 3.04118 -1.04536
O -2.36521 3.94971 -2.98161
C -2.86667 -0.52183 1.70630
C 1.16440 2.00430 -1.79381
C 1.96585 3.26855 -2.17427
B 0.95450 4.45756 -2.44102
H -3.48738 -0.39918 2.59151
H -2.73030 0.26125 -0.30581
H -1.39398 -4.78149 0.12518
O 4.09730 -3.46494 2.37272
H -2.03812 2.73275 -4.58841
O 0.22228 4.88963 -1.33942
O 1.80640 -4.34120 2.11101
H 1.22517 -1.56659 1.91281
H -3.43846 1.36549 0.86669
H 0.40281 2.23859 -1.04837
H 1.80929 1.24165 -1.35590
S 2.55215 -3.28098 2.71972
B -2.64994 3.99675 -1.66060
H 0.66583 1.57579 -2.66476
H -4.20745 3.43659 -0.61174
H 2.56512 3.55257 -1.30453
H 2.61172 3.08371 -3.03228
C -2.04811 -4.22592 0.79337
H -1.77247 -4.40555 1.82880
H 4.70957 -5.96894 1.63691
C 4.56675 -5.85841 2.71182
H -4.37474 -0.01287 0.25485
C -3.38379 0.32319 0.56205
H -2.64193 5.80951 -0.61357
O -0.90225 6.73302 -2.04342
O -2.91276 -1.93982 1.41915
H 4.63927 -4.28326 4.20205
H 5.88694 -4.17677 2.96452
H -1.84664 -0.24563 1.97766
O -2.19492 -2.26021 -0.92004
O 0.76770 4.99566 -3.67457
H 1.46204 4.71373 -4.27701
N -2.00187 5.06003 -0.86312
H -3.08822 -4.47986 0.60722
O 2.42895 -3.05266 4.12847
C 4.84363 -4.43182 3.14069
C -2.67243 2.74615 -3.70511
C -0.88903 5.67005 -1.49626
H 3.54412 -6.15189 2.94321
```

Calculated values
Strongest force on any atom in eV Å⁻¹: 0.85
SMILES: CCB(O)OC(=O)NB(O)OC.CCOS(C)(=O)=O.CCOS(C)(=O)=O
Energy relative to the best compared isomer or geometry (same formula, charge and spin) in eV: 0.000
2S+1: 1
Total charge: 0



# 2
Below is a molecular structure, C10H27ClN2O3Pd, with properties calculated with the ωB97M-V functional and the def2-TZVPD basis.

XYZ file:
```
44
C10H27ClN2O3Pd (the ωB97M-V functional and the def2-TZVPD basis)
O 1.81250 -0.89132 0.94350
H -1.97937 1.76368 -1.31673
C -2.26840 1.94460 -0.28144
H 2.30523 0.82702 -4.11320
C -1.20077 2.81021 0.35663
H 2.62350 -2.77644 1.18033
N 0.12564 2.18657 0.33366
H 0.52895 2.23791 -0.59090
C -1.19147 4.22365 -0.20839
H -0.92907 -2.77959 -0.14119
C 0.31981 -4.49335 1.02551
H 3.63623 -0.85989 -0.16756
H -0.38831 -5.13171 1.55387
Pd -0.18293 -0.02570 0.71251
H 1.24232 -5.07069 1.08669
N -0.71779 -2.32257 0.73437
C 0.45852 -2.96942 1.41249
O 0.22113 -0.02823 -1.55581
O -2.35845 0.71612 0.44838
C 1.71890 -2.32462 0.77332
H 1.68058 -2.52136 -0.29810
C 2.01865 0.24150 -3.23963
H -3.38685 -0.35756 1.80675
H 0.69261 2.86763 0.81823
H -4.44533 0.61107 0.74426
H -1.01231 4.24797 -1.28329
H -3.60597 1.42414 2.04431
C -3.52233 0.61030 1.32406
C 0.57805 0.41635 -2.86612
Cl -0.24291 0.16739 3.22970
H -3.26914 2.36681 -0.37291
H 0.40332 1.48500 -2.99087
H 0.15138 -4.62155 -0.04374
C 3.14903 -0.42112 0.70319
H 0.01054 -0.21959 -3.54554
H 2.31183 -0.80722 -3.28786
H -1.46319 2.93974 1.40661
H -1.50511 -2.73238 1.21633
H -2.12174 4.71211 0.08163
H 0.40464 -2.79929 2.48778
H 2.65189 0.61605 -2.43537
H 3.30395 0.64947 0.56923
H 3.80051 -0.69780 1.53212
H -0.35828 4.78607 0.21301
```

Calculated values
Strongest force on any atom in eV Å⁻¹: 2.01
2S+1: 4
Energy in eV: -35923.57352
Total charge: +1



# 3
Below is 3 unconnected molecules or ions with the total composition C10H27F2N4O8S3, with properties calculated with the ωB97M-V functional and the def2-TZVPD basis.

XYZ file:
```
54
C10H27F2N4O8S3 (the ωB97M-V functional and the def2-TZVPD basis)
O -5.93861 -0.37069 2.42761
H 2.73150 -3.63551 -1.23851
O 2.24777 3.76407 -3.33171
H -2.21237 -3.33576 0.47743
C -1.82781 -3.88587 -0.38392
S -4.94014 -1.24509 3.22311
O 0.69742 4.40511 -1.47476
H -1.17143 1.30028 0.84458
H 3.43564 5.13751 -1.33906
O 0.14506 -4.29516 -1.95836
C 2.57162 -4.32566 -2.07206
H 1.29324 2.12447 -4.18124
H -3.84784 2.02451 4.07539
H 1.24279 -2.99291 -3.15010
H -1.16572 1.92756 3.21060
C -2.81175 0.55781 3.05281
H -3.27050 2.51788 2.59890
O -0.37779 -1.92039 -1.34627
H 1.34434 0.89174 0.61952
H 2.56159 -5.33820 -1.65562
N -1.32278 0.91757 2.98789
N 1.23443 -0.60440 3.93470
H 0.37956 5.01051 -4.73718
O 1.69332 2.07793 -1.56052
F -2.32800 -1.74354 3.16560
C 3.25781 4.11251 -1.00856
H -0.33542 3.56123 -5.48775
H 4.09461 3.46542 -1.27552
H -2.48422 -3.74384 -1.24367
C 0.18643 3.94091 -4.60515
H -0.96672 -0.56956 1.32393
H -1.73242 -4.94459 -0.13591
O 0.65285 -3.48792 0.35537
H 1.78052 -1.29584 1.89922
C 0.88605 0.82070 1.71383
S 1.78421 3.50495 -1.79082
S -0.21977 -3.24010 -0.77088
H 1.61689 0.09365 4.64130
H 3.41963 -4.22964 -2.75554
H 2.83920 0.17058 2.69377
H 2.09076 3.23926 -5.28900
H 3.09732 4.09299 0.07139
H 1.55221 -1.56946 4.25144
C -0.72857 0.53773 1.64877
O -5.36324 -1.47036 4.72576
N -3.27165 -0.73506 3.13264
H 1.18265 -4.67770 -3.66369
C 1.26747 -4.02599 -2.78751
C 1.75406 -0.30099 2.53689
H -0.48442 3.83764 -3.74726
C 1.48253 3.18471 -4.37979
F -4.99767 -2.82532 2.47514
H 1.05754 1.86853 2.22500
N -3.78217 1.72174 3.05775
```

Calculated values
Strongest force on any atom in eV Å⁻¹: 9.62
2S+1: 1
Energy in eV: -71072.74207
Total charge: +1



# 4
Below is a molecular structure, C10H27HfI2O2P2Si, with properties calculated with the ωB97M-V functional and the def2-TZVPD basis.

XYZ file:
```
45
C10H27HfI2O2P2Si (the ωB97M-V functional and the def2-TZVPD basis)
H -3.36657 1.65675 0.30968
C -3.24229 -0.63266 -2.88010
H 4.46249 -1.32923 -0.14383
C -3.32602 -1.36278 -0.04456
H 1.68852 1.22008 3.90737
H -2.77319 -1.60959 -3.12503
H -0.86247 -2.43815 3.27374
H -2.46326 0.29194 2.63129
I -0.43789 1.48001 -3.57620
H -4.40721 -1.47520 -0.16217
O -0.05564 3.00603 -0.51340
I 0.36514 -0.93932 -4.86791
H -1.59474 1.70381 2.20826
C -1.55443 0.83974 2.87172
P -2.68243 -0.13180 -1.21667
C 3.29090 -0.52788 -2.86543
H 4.38870 -0.60499 -2.95820
C -0.01725 -1.83921 3.61431
H 3.00228 0.22366 -3.61757
O 0.01768 -0.74947 1.02211
Si -0.00481 -0.20995 2.67027
H 2.45180 0.29042 2.69827
H -0.02930 -1.89640 4.69877
C -3.62054 1.39413 -0.74447
H -2.83040 -2.32875 -0.25070
H -3.14056 -1.01250 0.97768
H 1.59527 1.70200 2.24321
H -2.95611 0.13370 -3.61971
H 3.17885 -0.90667 0.99060
H 3.31619 1.76795 0.32888
H 0.83602 -2.43789 3.29344
C 3.37692 -1.25021 -0.03138
C 3.58424 1.51476 -0.72306
P 2.69399 -0.03638 -1.21003
C 1.53741 0.84148 2.91063
H -3.39604 2.22964 -1.44520
C -0.03241 1.84739 -0.37667
H 4.69459 1.40329 -0.74396
H -1.73114 1.21269 3.86700
Hf 0.00312 -0.14345 -0.87955
H -4.72589 1.23973 -0.77112
H 2.91283 -2.23198 -0.23611
H 2.85492 -1.52165 -3.10918
H 3.33632 2.34487 -1.42249
H -4.33757 -0.72795 -2.98255
```

Calculated values
Strongest force on any atom in eV Å⁻¹: 10.81
2S+1: 1
Energy in eV: -58840.58373
Total charge: +3



# 5
Below is a molecular structure, C10H28BaO10, with properties calculated with the ωB97M-V functional and the def2-TZVPD basis.

XYZ file:
```
49
C10H28BaO10 (the ωB97M-V functional and the def2-TZVPD basis)
C -2.99750 2.32907 3.40833
C 2.67316 -1.65423 1.04240
O -2.80062 3.35675 2.51462
H 1.99663 1.89015 -3.10633
H -1.56199 -1.94682 4.15112
O -1.08735 -0.51598 2.73495
H -3.49184 1.42356 3.05650
H 2.42322 2.16724 -4.72902
H -2.04191 -2.62747 -2.25714
H -0.93429 -0.00671 3.53421
H -1.48132 5.34674 -0.93133
H -1.26725 3.67297 -1.11510
O 1.53157 1.35534 0.08768
H 3.25757 -2.53140 0.76465
C 1.61492 -3.18682 -3.30005
H 2.73997 1.27078 1.84885
H 2.34300 1.66606 -0.32054
O 1.95074 -1.94461 -3.83967
H -1.99215 2.06115 3.73331
O -2.10386 4.38792 0.83066
O -1.40150 -2.59665 -1.54263
O -1.46861 2.19887 0.98471
H 2.47434 -1.63641 2.11397
H 0.75354 1.78991 -4.33286
C 1.82144 1.71730 1.46802
O 0.64490 -0.46517 -2.59592
C -1.24041 4.45359 -0.35483
O 1.33911 -1.84643 0.56972
C -1.73187 -1.74763 3.09303
H -2.64206 -3.68378 -0.55215
H 0.98054 1.53490 2.13712
C 1.78894 1.52919 -4.11364
H 2.26249 -3.97831 -3.67726
H 3.18593 -0.72349 0.79972
H 1.06041 -2.70758 0.88967
C -1.57283 -3.69440 -0.76371
H -1.24533 -4.60592 -1.26368
H -2.81662 -1.81108 3.00712
O 1.99914 0.13720 -4.23287
H 1.84153 -3.14843 -2.23456
H 2.04775 2.77928 1.37270
C -2.02145 3.21187 1.40631
H -1.10136 -3.59123 0.21362
H -1.30061 -2.57325 2.52693
H -0.16932 4.62264 -0.24396
H 0.56987 -3.34592 -3.56587
H -3.42753 2.66413 4.35221
C 1.46634 -0.77959 -3.44228
Ba -0.86731 -0.21707 -0.12679
```

Calculated values
Strongest force on any atom in eV Å⁻¹: 3.59
2S+1: 2
Energy in eV: -31962.15957
Total charge: +3



# 6
Below is 3 unconnected molecules or ions with the total composition C10H28BrN2O2, with properties calculated with the ωB97M-V functional and the def2-TZVPD basis.

XYZ file:
```
43
C10H28BrN2O2 (the ωB97M-V functional and the def2-TZVPD basis)
C -0.25480 -1.75960 1.39752
H 0.69741 5.72832 -2.17300
H 2.66402 3.01912 -3.56315
N -1.95550 -3.47320 2.12795
H 2.48065 2.27127 0.52283
H -3.65245 -4.59009 2.71533
H 0.55897 5.06855 -3.82180
H -2.03693 -5.18713 0.90767
C 1.14830 5.06686 -2.90883
H -0.61982 -4.23434 0.63091
C 1.63430 2.73055 -3.37287
H -0.39534 2.34995 -1.67325
C -3.43069 -3.56696 2.43189
H -0.17958 -4.20929 2.93618
H 2.19015 5.29769 -3.10712
H -0.41149 -1.84980 0.31421
H 1.59838 -2.33885 1.49388
H 0.97186 2.73336 -4.23432
C -1.68924 -4.15913 0.83121
H 1.65047 1.72761 -2.95009
H -0.93352 3.48140 -2.99116
H -3.57502 -2.90689 3.28683
H -1.53748 -1.68424 3.18378
C -0.36315 3.35566 -2.07517
H -1.58060 -5.29726 3.14724
C 1.89718 3.60413 -1.06242
O 0.76453 -2.49554 1.97531
H 1.05098 1.79746 -0.30208
H -1.48856 -3.86950 4.16322
H -2.12069 -3.66105 -0.03346
H 2.84335 4.08802 -1.30000
C -1.53946 -2.03529 2.14948
H -4.03749 -3.19492 1.61227
H 3.02054 0.50255 -0.86885
Br 3.63919 -1.58997 0.00545
H 1.34231 4.22757 -0.36216
H -2.35349 -1.40856 1.77429
H -0.07217 -0.67552 1.44932
C 2.05316 2.21666 -0.48615
C -1.23601 -4.26585 3.18323
H -0.70752 4.10761 -1.36821
O 2.88029 1.40397 -1.24123
N 1.08498 3.67468 -2.34469
```

Calculated values
Strongest force on any atom in eV Å⁻¹: 1.30
Energy relative to the best compared isomer or geometry (same formula, charge and spin) in eV: 0.976
2S+1: 1
Total charge: +1



# 7
Below is a molecular structure, C10H28ClI2OP2Ru, with properties calculated with the ωB97M-V functional and the def2-TZVPD basis.

XYZ file:
```
45
C10H28ClI2OP2Ru (the ωB97M-V functional and the def2-TZVPD basis)
C -2.83545 2.33052 -1.33426
H -2.53441 -0.45794 -2.15114
H -0.68888 2.29577 -4.57838
C 0.86525 -2.72190 1.45324
I 0.24146 4.12906 -0.98190
H 2.90221 2.97478 0.14184
C 3.69369 0.51115 -0.75065
H 4.54526 0.87124 -0.14528
H -0.04668 0.21253 3.61024
H -1.54215 -0.39406 -3.62633
H 0.35774 -1.46141 4.09554
C -1.37765 2.74183 -3.84643
H 1.48121 -3.00211 0.58889
H -0.19251 -2.85209 1.19763
H -0.99679 -1.13923 2.95603
O 2.47791 0.99729 -0.18310
H 3.53623 -1.49121 2.12073
C 1.27698 2.26730 1.40642
H -1.02761 3.74352 -3.57055
H -2.50770 3.16116 -0.70217
H -3.19401 1.50727 -0.70554
H 2.59236 -1.90124 3.59824
P 1.17459 -0.95350 1.86792
Ru 0.41527 1.49834 -1.20941
H 1.19076 1.64065 2.30820
H 0.40993 1.97308 0.75020
C 3.70659 -1.00741 -0.84384
C 2.62100 2.08892 0.73284
C -2.23858 0.17148 -2.99554
H 2.76201 -1.49368 -0.55144
C 2.74248 -1.16036 2.80455
H -3.11978 0.44714 -3.58400
C 0.00056 -0.82948 3.27758
H 1.13435 -3.33778 2.32185
H 3.02834 -0.19309 3.23796
H 3.42651 1.86235 1.45552
H 3.94942 -1.28425 -1.87038
H 1.17982 3.31627 1.70019
P -1.43932 1.70057 -2.34037
I 1.18605 -0.29118 -2.94658
H 3.75416 0.95532 -1.75230
Cl -0.86983 -0.09457 0.07435
H -2.38717 2.80766 -4.27888
H -3.64245 2.67415 -1.99187
H 4.50969 -1.38215 -0.19351
```

Calculated values
Strongest force on any atom in eV Å⁻¹: 4.46
Energy relative to the best compared isomer or geometry (same formula, charge and spin) in eV: 0.000
2S+1: 5
Total charge: +3



# 8
Below is a molecular structure, C10H28ClI2OP2Tc, with properties calculated with the ωB97M-V functional and the def2-TZVPD basis.

XYZ file:
```
45
C10H28ClI2OP2Tc (the ωB97M-V functional and the def2-TZVPD basis)
C -2.99634 -1.77361 0.22850
C 1.76430 -0.10920 -3.93856
H 0.63696 4.49204 -0.94986
H 1.03104 -2.43526 -1.04325
H 3.64341 -1.91941 -2.85463
Tc 1.83777 1.55498 -1.13180
H -1.61207 1.82052 0.96460
C -3.97402 -1.21577 1.24100
H -4.15403 -1.92833 2.05182
H 0.70774 -0.01606 -4.21385
H -0.31210 -3.11673 1.34005
H -4.91996 -1.02198 0.73109
H -0.92143 2.82306 2.28497
H -0.26017 -1.56692 -1.90226
C 3.49517 -1.28088 -1.97363
H 1.42604 3.99144 2.26689
I 1.44638 -0.58046 1.08579
H 2.28972 0.82277 -4.17889
I -1.21897 0.84218 -1.59423
H 2.81474 3.32449 1.32974
H -2.28136 -1.93669 3.36724
H -1.01562 3.87670 -0.60839
O -1.65496 -1.77526 0.69626
C 0.78894 -1.88679 -1.96158
P 0.66702 2.54336 0.50109
P 1.88652 -0.43356 -2.14754
H 1.96470 2.29176 2.52739
H -2.95575 -1.13218 -0.66397
H 0.92405 -2.52822 -2.84372
H -3.63092 -0.27129 1.66541
C -0.72037 2.01546 1.56954
H -2.03154 -3.64959 1.55414
H -0.12566 4.80997 0.65278
H 2.22418 -0.95089 -4.46945
H -0.57635 -1.43779 3.15259
H 4.30409 -0.54579 -1.90796
C -1.32216 -2.80530 1.63491
C 1.84557 3.09593 1.79001
C -1.28470 -2.26940 3.05111
H -3.29070 -2.79152 -0.07381
H 3.48364 -1.89480 -1.06508
H -0.95449 -3.07269 3.71733
Cl 3.51931 2.84537 -1.82025
C -0.03097 4.09470 -0.17503
H -0.45665 1.10163 2.11352
```

Calculated values
Strongest force on any atom in eV Å⁻¹: 5.27
Energy relative to the best compared isomer or geometry (same formula, charge and spin) in eV: 0.000
2S+1: 4
Total charge: +3